C32H73Br2ClFN10O8P3 as an isolated structure in a non-equilibrium geometry, computed with the ωB97M-V functional and the def2-TZVPD basis.

```
130
Properties=species:S:1:pos:R:3:forces:R:3:mulliken_charge:R:1
C 3.051 -6.518 4.070 -0.48 -0.16 0.26 -0.520
O 3.235 -5.371 4.866 0.31 -0.03 0.12 -0.374
C 4.405 -4.640 4.546 0.31 -0.21 -0.34 -1.041
C 4.267 -3.768 3.289 -0.05 -0.21 0.27 -0.095
C 2.853 -3.205 3.135 0.09 -0.82 -0.33 -1.776
C 2.670 -2.386 1.838 0.60 1.07 1.88 2.084
C 1.288 -1.724 1.768 -0.52 -0.36 -0.05 -0.963
C 0.064 -2.433 2.374 -0.41 0.78 0.47 -0.145
C -0.138 -2.248 3.897 0.23 -0.50 -0.92 -1.455
Cl -0.117 -4.153 1.924 0.02 -0.04 -0.18 -0.142
O 3.027 -3.344 0.813 -0.53 0.12 -0.24 0.343
C 2.234 -3.649 -0.226 0.05 -0.64 -0.68 0.593
O 1.771 -2.945 -1.069 -0.20 0.53 0.50 -0.495
C 2.055 -5.180 -0.387 0.24 -0.71 -0.19 -0.159
O 1.006 -5.671 -0.625 -0.16 0.14 0.09 -0.372
N 3.254 -6.026 -0.279 0.45 0.87 0.54 -0.166
C 4.338 -5.483 -0.989 -0.54 -0.45 -0.58 0.652
O 4.412 -5.491 -2.168 0.17 0.36 -0.01 -0.459
F 5.287 -4.931 -0.227 0.22 -0.25 0.33 -0.205
C 3.669 -1.189 1.935 0.52 0.09 -0.49 -1.174
Br 3.988 -0.468 3.692 -0.38 -0.17 -0.27 -0.069
C 4.259 -0.578 0.910 0.08 -0.07 -0.01 0.015
C 4.077 -0.939 -0.534 0.38 0.38 -0.35 -0.664
Br 5.426 0.920 1.153 -0.20 -0.25 -0.05 -0.183
H 2.463 -6.300 3.169 0.19 0.03 -0.13 0.070
H 2.467 -7.227 4.659 -0.03 0.03 -0.03 0.265
H 3.994 -7.012 3.816 0.08 0.15 -0.10 0.314
H 5.217 -5.353 4.350 0.07 0.03 0.16 0.476
H 4.707 -4.076 5.427 -0.36 0.18 0.02 0.379
H 4.497 -4.403 2.431 -0.07 0.14 -0.13 -0.083
H 5.039 -3.000 3.326 -0.01 0.05 -0.04 0.519
H 2.219 -4.089 3.075 -0.28 0.22 -0.10 0.329
H 2.520 -2.663 4.011 0.13 0.17 -0.01 0.732
H 1.016 -1.385 0.768 0.37 -0.24 -0.20 0.343
H 1.379 -0.799 2.340 0.06 -0.02 0.06 0.620
H -0.797 -1.935 1.930 0.03 -0.15 -0.26 0.676
H -1.210 -2.267 4.080 0.02 -0.03 0.28 0.458
H 0.282 -1.284 4.179 -0.05 -0.01 0.24 0.325
H 0.336 -3.069 4.428 0.01 0.15 0.28 0.314
H 3.490 -6.181 0.699 -0.09 0.10 0.02 0.304
H 3.072 -0.700 -0.873 -0.07 -0.19 0.05 -0.061
H 4.745 -0.329 -1.138 -0.03 0.02 0.01 0.629
H 4.333 -1.973 -0.749 -0.18 -0.08 0.13 0.080
O 2.361 1.872 -2.247 2.09 1.60 -1.49 -0.854
P 1.655 2.228 -3.530 -4.76 -2.13 0.65 0.520
N 0.375 3.226 -2.971 -0.30 -0.03 -0.30 0.489
C -0.962 2.787 -2.641 -0.12 -0.23 0.02 -1.055
C 0.810 4.398 -2.228 0.58 0.07 -0.05 -1.081
N 1.247 0.658 -4.057 0.45 -0.31 0.40 0.318
C -0.051 0.246 -4.544 -0.04 0.17 -0.57 -1.056
C 1.920 -0.446 -3.384 -0.02 -0.08 0.32 -1.095
N 1.513 2.798 -5.186 2.31 1.03 0.53 0.161
C 2.835 2.900 -5.837 -0.04 -0.50 -0.11 -1.113
C 0.686 3.935 -5.576 -0.15 0.31 0.22 -1.017
H -1.648 3.636 -2.714 0.09 0.06 0.13 0.320
H -1.042 2.361 -1.630 -0.04 -0.01 -0.01 0.286
H -1.344 2.055 -3.349 0.17 -0.07 0.02 0.306
H 1.338 5.086 -2.902 0.03 0.05 0.15 0.257
H 1.484 4.144 -1.403 -0.04 -0.02 0.00 0.251
H -0.031 4.955 -1.820 -0.15 -0.09 -0.19 0.335
H -0.744 0.029 -3.723 -0.02 -0.03 -0.03 0.367
H 0.044 -0.665 -5.141 0.08 -0.01 0.04 0.346
H -0.494 0.993 -5.204 0.04 0.14 0.12 0.265
H 1.466 -0.675 -2.414 0.04 -0.10 -0.01 0.342
H 2.971 -0.224 -3.227 -0.05 0.09 0.07 0.288
H 1.881 -1.347 -4.001 -0.22 0.08 -0.10 0.411
H 3.411 3.753 -5.465 0.01 0.05 -0.10 0.346
H 2.728 2.995 -6.918 -0.08 0.01 0.01 0.381
H 3.412 1.990 -5.648 -0.04 0.02 0.06 0.337
H 0.968 4.876 -5.095 -0.08 0.04 -0.03 0.299
H -0.365 3.736 -5.380 0.05 0.02 0.20 0.237
H 0.780 4.071 -6.657 0.17 -0.11 0.02 0.440
O -2.766 -5.807 4.061 1.55 -2.60 -0.16 -0.762
P -3.851 -6.823 3.833 -4.33 2.92 -0.13 0.390
N -4.470 -6.348 2.300 -0.41 -0.28 0.00 0.492
C -5.586 -5.456 2.078 -0.12 0.16 0.15 -1.037
C -3.477 -6.329 1.236 0.42 -0.25 0.18 -1.092
N -4.822 -6.497 5.200 0.45 0.41 0.35 0.215
C -6.258 -6.334 5.185 -0.24 -0.55 -0.01 -1.073
C -4.226 -5.680 6.253 0.11 0.28 -0.10 -0.987
N -4.561 -8.426 3.743 2.47 -0.69 -0.16 0.130
C -3.678 -9.441 4.353 -0.19 0.13 0.46 -1.096
C -5.172 -8.971 2.536 0.03 0.12 -0.39 -0.900
H -6.007 -5.644 1.086 0.14 0.06 -0.06 0.385
H -5.313 -4.394 2.144 -0.05 0.00 -0.01 0.226
H -6.406 -5.640 2.769 0.13 -0.01 0.12 0.315
H -3.135 -7.349 1.014 0.06 0.07 0.01 0.269
H -2.598 -5.734 1.498 -0.01 0.07 -0.05 0.242
H -3.897 -5.932 0.313 -0.17 0.01 0.08 0.392
H -6.551 -5.323 4.875 -0.04 -0.01 0.02 0.360
H -6.666 -6.501 6.185 0.08 0.01 0.03 0.386
H -6.744 -7.064 4.537 0.12 0.03 -0.14 0.263
H -4.251 -4.610 6.014 0.03 0.02 0.07 0.299
H -3.192 -5.963 6.429 0.02 0.06 -0.10 0.287
H -4.767 -5.838 7.188 -0.15 -0.05 -0.10 0.364
H -2.809 -9.660 3.724 -0.03 -0.11 -0.01 0.339
H -4.221 -10.370 4.533 -0.06 0.04 -0.04 0.387
H -3.318 -9.085 5.322 0.00 0.06 -0.05 0.328
H -4.487 -9.042 1.686 -0.06 -0.03 -0.04 0.259
H -6.044 -8.390 2.245 0.13 0.14 -0.04 0.241
H -5.530 -9.979 2.758 0.13 0.00 0.15 0.415
O -0.707 7.495 -2.920 3.31 -0.33 -0.80 -0.898
P -0.190 8.916 -2.816 -5.41 2.50 1.67 0.699
N -0.853 9.248 -1.245 0.03 0.67 0.18 0.368
C -2.150 9.825 -0.973 -0.15 -0.02 -0.13 -1.111
C -0.376 8.362 -0.198 0.33 -0.20 -0.21 -0.987
N -1.010 9.627 -4.129 0.29 -0.62 -0.39 0.218
C -1.835 10.813 -4.067 0.39 0.54 -0.01 -1.097
C -1.501 8.718 -5.161 -0.15 -0.27 0.09 -0.866
N 0.882 10.312 -2.670 1.80 -1.97 -0.48 0.043
C 2.189 10.055 -3.312 -0.20 0.16 -0.49 -1.127
C 1.095 11.055 -1.433 -0.12 -0.03 0.39 -0.908
H -2.140 10.283 0.022 -0.01 -0.15 0.06 0.386
H -2.968 9.092 -1.008 -0.05 0.04 0.01 0.264
H -2.392 10.638 -1.652 0.06 -0.10 -0.10 0.337
H 0.695 8.529 -0.011 -0.03 -0.11 -0.01 0.301
H -0.509 7.305 -0.448 -0.05 0.01 0.04 0.130
H -0.892 8.557 0.741 -0.06 0.13 -0.05 0.379
H -2.845 10.585 -3.706 0.01 0.01 -0.03 0.373
H -1.935 11.254 -5.062 0.04 -0.09 -0.03 0.393
H -1.392 11.586 -3.439 0.04 -0.12 0.14 0.269
H -2.439 8.230 -4.869 0.01 -0.03 -0.05 0.297
H -0.770 7.944 -5.379 -0.04 -0.05 0.10 0.215
H -1.670 9.272 -6.087 0.00 0.14 0.09 0.342
H 2.807 9.370 -2.724 0.08 0.08 0.02 0.354
H 2.740 10.985 -3.457 -0.06 0.03 0.04 0.383
H 2.034 9.614 -4.301 -0.05 -0.03 0.04 0.343
H 1.504 10.452 -0.619 0.00 0.07 0.03 0.256
H 0.176 11.530 -1.101 -0.05 -0.18 0.03 0.246
H 1.805 11.861 -1.638 0.07 -0.13 -0.17 0.411
```
Forces are in eV/Å.

## Properties
- Net charge: 0
- Multiplicity: 1
- HOMO: -0.293 Ha
- Lowest unoccupied orbital energy: 0.05 eV